{
  "formula": "C41H56AuN6O",
  "method": "ωB97M-V/def2-TZVPD",
  "e_tot_ev": -58103.619,
  "orbital_gap_ev": 5.81,
  "lumo_ha": -0.1389,
  "homo_ev": -9.6,
  "charge": 1,
  "symbols": ["Au", "C", "C", "C", "C", "C", "C", "C", "C", "C", "C", "C", "C", "C", "C", "C", "C", "N", "C", "C", "C", "N", "C", "C", "C", "N", "C", "C", "C", "C", "C", "C", "C", "C", "C", "C", "C", "C", "N", "C", "C", "H", "H", "H", "H", "H", "H", "H", "H", "H", "H", "H", "H", "H", "H", "H", "H", "H", "H", "H", "H", "H", "H", "H", "H", "H", "H", "H", "H", "H", "H", "H", "H", "H", "H", "H", "H", "H", "H", "H", "H", "H", "H", "H", "H", "C", "N", "C", "C", "O", "N", "C", "C", "H", "H", "H", "H", "H", "H", "H", "H", "H", "H", "H", "H"],
  "xyz": [[0.053053, 0.781656, -0.448771], [-4.522179, -3.439613, -0.836511], [-3.695114, -3.057081, -2.072460], [-2.360935, -2.460509, -1.748631], [-1.120384, -3.029486, -1.869273], [-0.781078, -4.437693, -2.243676], [-0.508348, -4.601995, -3.744228], [-0.169186, -2.005496, -1.570875], [1.203771, -2.140861, -1.736728], [2.137725, -1.202422, -1.394479], [3.568897, -1.412155, -1.424967], [4.262296, -2.603603, -2.007680], [4.041264, -2.761304, -3.517030], [4.132953, -0.355269, -0.780577], [3.053891, 0.522151, -0.390949], [3.228711, 1.694157, 0.315600], [2.225337, 2.581537, 0.647297], [0.901236, 2.427703, 0.322872], [0.279678, 3.588756, 0.679453], [-1.067432, 3.865533, 0.477923], [-1.992826, 2.969456, 0.014468], [-1.758270, 1.641938, -0.263955], [-2.955891, 1.103101, -0.638391], [-3.153438, -0.192799, -1.067885], [-2.150617, -1.110739, -1.308072], [-0.805427, -0.860758, -1.201813], [-3.990695, 2.105513, -0.574371], [-3.391450, 3.263955, -0.187012], [-4.000344, 4.623424, -0.075414], [-3.611282, 5.517466, -1.263394], [-5.442253, 1.869592, -0.849361], [-6.207110, 1.560684, 0.444802], [1.214355, 4.492051, 1.269934], [2.430948, 3.859697, 1.263466], [3.731227, 4.372611, 1.788194], [4.000232, 3.880272, 3.217595], [0.901307, 5.870669, 1.757150], [0.855080, 6.892262, 0.611826], [1.866879, 0.012368, -0.814392], [5.565158, -0.158820, -0.397340], [5.820766, -0.752928, 0.997224], [-5.544718, -3.681366, -1.125464], [-4.550036, -2.614479, -0.123621], [-4.096620, -4.310705, -0.339054], [-4.261578, -2.335186, -2.665658], [-3.542789, -3.938133, -2.696512], [-1.607988, -5.090725, -1.958557], [0.090489, -4.759676, -1.668246], [-1.399264, -4.350732, -4.320441], [-0.233633, -5.631320, -3.974095], [0.297938, -3.946436, -4.075502], [1.540589, -3.088652, -2.130368], [3.942514, -3.509003, -1.482973], [5.331818, -2.495797, -1.826076], [2.990399, -2.907424, -3.762632], [4.598551, -3.619961, -3.890433], [4.390828, -1.870738, -4.039283], [4.237237, 1.955434, 0.599053], [-1.405926, 4.861511, 0.724276], [-4.164118, -0.498472, -1.293073], [-3.684961, 5.100246, 0.855620], [-5.085658, 4.527039, -0.047262], [-2.528268, 5.593468, -1.360878], [-4.018137, 6.519304, -1.128267], [-4.008167, 5.106443, -2.191728], [-5.560480, 1.041418, -1.547873], [-5.870038, 2.754085, -1.323007], [-5.846696, 0.635720, 0.897153], [-7.272201, 1.455241, 0.239531], [-6.071690, 2.363431, 1.169842], [3.716430, 5.462664, 1.777862], [4.548352, 4.049759, 1.140753], [3.203655, 4.200838, 3.889386], [4.943392, 4.287951, 3.580926], [4.053831, 2.791574, 3.252874], [1.663035, 6.178804, 2.473773], [-0.055388, 5.871347, 2.283036], [1.827582, 6.963313, 0.124279], [0.590044, 7.877305, 0.995191], [0.121280, 6.606331, -0.142807], [5.824183, 0.900357, -0.399422], [6.210280, -0.648956, -1.126279], [5.146002, -0.306339, 1.728612], [6.849378, -0.578813, 1.312307], [5.637105, -1.827837, 0.987445], [2.277729, -3.998746, 1.477164], [0.922245, -3.887462, 1.974920], [0.563621, -4.908540, 2.945868], [0.267180, -2.688882, 1.849636], [0.816053, -1.667024, 1.440543], [-1.055746, -2.682022, 2.227576], [-1.970257, -3.783689, 1.995606], [-1.690301, -1.390656, 2.421626], [2.423494, -4.993821, 1.049366], [3.013594, -3.858660, 2.276454], [2.444042, -3.238453, 0.725493], [1.438808, -5.133533, 3.559846], [0.255126, -5.835957, 2.455747], [-0.227241, -4.564650, 3.604886], [-1.476080, -4.590956, 1.460081], [-2.806799, -3.428035, 1.391151], [-2.376578, -4.174347, 2.933040], [-0.935158, -0.661457, 2.701231], [-2.423283, -1.472770, 3.225879], [-2.197488, -1.046147, 1.511959]],
  "forces_ev_per_a": [[-0.1, 0.2, -0.3], [0.1, 0.0, -0.2], [0.0, 0.0, 0.3], [0.4, -0.2, -0.1], [-0.6, 0.0, 0.0], [0.0, 0.1, -0.2], [0.0, 0.0, 0.1], [0.9, 0.0, -0.1], [-0.7, -0.2, 0.1], [0.3, 0.2, 0.1], [-0.1, 0.1, 0.1], [-0.1, 0.0, -0.1], [0.1, 0.0, 0.1], [-0.1, 0.0, -0.1], [0.3, 0.2, 0.1], [-0.2, 0.0, 0.0], [0.2, -0.3, -0.2], [0.3, 0.1, 0.1], [-0.9, 0.1, -0.2], [0.7, 0.0, 0.2], [-0.4, -0.3, 0.0], [0.0, 0.3, -0.1], [-0.2, -0.2, -0.1], [0.2, 0.0, -0.1], [-0.1, 0.3, 0.1], [-0.4, -0.2, 0.1], [0.1, 0.0, 0.0], [0.1, -0.1, -0.1], [0.1, 0.1, -0.2], [-0.1, 0.0, 0.1], [0.1, 0.0, 0.3], [0.0, 0.0, -0.1], [0.6, -0.1, 0.2], [-0.4, 0.3, -0.1], [0.0, -0.2, 0.2], [0.0, 0.1, -0.1], [0.0, 0.1, -0.2], [0.0, 0.0, 0.1], [0.1, -0.4, 0.2], [-0.1, -0.2, 0.2], [0.0, 0.1, -0.2], [0.0, 0.0, 0.0], [-0.1, 0.0, 0.0], [0.0, 0.0, 0.0], [0.0, -0.1, -0.1], [-0.1, 0.0, -0.1], [0.0, 0.0, 0.1], [0.0, -0.1, 0.0], [0.0, 0.0, 0.0], [0.0, 0.0, 0.0], [0.0, 0.0, 0.0], [0.1, 0.0, 0.1], [0.0, 0.0, 0.0], [0.0, -0.1, 0.1], [0.0, 0.0, 0.0], [0.0, 0.0, 0.0], [0.0, 0.0, -0.1], [0.0, 0.0, 0.0], [0.0, 0.0, 0.0], [0.0, 0.0, 0.0], [-0.1, 0.0, 0.0], [0.0, 0.0, 0.1], [0.0, 0.0, 0.0], [0.0, 0.0, -0.1], [0.0, 0.0, 0.0], [-0.1, 0.1, -0.1], [0.0, 0.0, -0.1], [0.0, 0.0, 0.0], [0.0, 0.0, 0.1], [0.0, 0.0, 0.0], [0.1, 0.0, -0.1], [0.0, 0.1, -0.1], [0.0, 0.0, 0.0], [0.0, 0.0, 0.1], [0.0, 0.0, 0.0], [-0.1, 0.0, 0.1], [0.0, 0.0, 0.1], [0.0, 0.0, 0.0], [0.0, 0.0, 0.0], [0.0, 0.0, 0.0], [0.0, 0.0, -0.1], [0.0, 0.1, 0.0], [0.0, 0.0, 0.0], [0.0, 0.0, 0.0], [0.0, 0.0, 0.0], [0.0, 0.0, 0.0], [0.0, -0.1, -0.1], [0.1, 0.0, 0.0], [-0.2, 0.0, 0.1], [0.2, -0.1, 0.1], [-0.1, 0.1, 0.1], [0.0, 0.0, 0.1], [0.1, -0.1, 0.0], [0.0, 0.0, 0.0], [0.0, 0.0, 0.0], [0.0, 0.1, -0.2], [0.0, 0.0, 0.0], [0.0, 0.0, 0.0], [0.0, 0.0, 0.0], [0.0, 0.0, 0.0], [0.0, 0.0, -0.1], [0.0, 0.0, 0.0], [0.0, 0.0, 0.0], [0.0, 0.0, 0.0], [0.0, 0.0, 0.0]]
}